The ion C7H19N2OP2 with charge +1 at a distorted geometry. Source: OMol25; level of theory: ωB97M-V/def2-TZVPD.

Structure (XYZ):
```
31
Properties=species:S:1:pos:R:3:forces:R:3
C 0.35059 -1.96851 2.62271 -3.2 -0.1 0.2
C 0.36001 -1.45537 1.19960 -2.2 -2.4 -0.9
C 0.41779 0.03445 1.05235 -0.2 -0.3 0.5
N 0.50206 0.41389 -0.33016 -1.0 1.9 -1.1
C 0.17166 1.82341 -0.53748 -1.3 -2.4 -1.2
P -1.76008 1.95346 -0.99710 -0.1 -0.6 2.4
C -2.84765 3.13145 0.51971 -0.3 -1.8 -3.1
N -2.23111 0.38146 -1.35136 -0.6 0.4 0.3
C 1.58177 -0.13345 -1.13609 -0.4 -2.3 1.5
C 1.58611 -1.70017 -0.90535 0.1 0.9 0.9
P 3.27592 -2.51656 -1.15728 0.6 3.0 0.8
O 1.39920 -2.07085 0.49468 0.9 0.5 -0.8
H -0.17954 -2.92565 2.90543 0.7 0.7 -1.2
H -0.23223 -1.24886 3.18206 -0.4 0.4 0.3
H 1.23679 -1.96472 3.12048 3.0 -0.1 0.9
H -0.61098 -1.87722 0.75174 0.8 0.9 0.2
H -0.49064 0.50475 1.49743 0.7 -0.3 -0.1
H 1.32597 0.31578 1.55868 0.4 0.7 0.7
H 0.23586 2.41539 0.33075 0.5 0.9 1.0
H 0.69999 2.22606 -1.39815 -0.1 0.2 0.1
H -1.79029 2.53895 -2.20746 -0.3 1.1 -1.0
H -3.89486 3.31548 0.25340 0.1 -1.0 -0.3
H -2.53088 4.12471 0.64188 1.6 1.1 0.0
H -2.72800 2.48808 1.34211 0.1 -0.6 1.1
H -3.19878 0.12811 -1.61659 1.0 0.5 0.3
H -1.61833 -0.43378 -1.19235 -0.1 1.0 0.3
H 2.54018 0.26485 -0.95221 1.4 0.7 1.0
H 1.46353 0.05211 -2.16266 -0.8 0.2 -1.5
H 0.72589 -2.07135 -1.46835 0.1 -0.4 -0.1
H 3.47476 -2.11799 -2.48457 0.1 0.3 -0.4
H 2.76529 -3.62790 -1.57585 -1.3 -3.1 -0.9
```
Forces are in eV/Å.

Its net charge is +1. The value obtained for the energy above the lowest of the compared OMol25 structures with the same formula, charge and spin is 1.225 eV. The frontier orbital gap comes out at 8.8 eV. As for the SMILES: C[C@H]1CN(C[P@H](C)=[NH2+])C[C@@H](P)O1. The LUMO energy is -0.128 Ha.